1.
C35H26BiBrN6O6PS | ωB97M-V/def2-TZVPD

```
77
Properties=species:S:1:pos:R:3:lowdin_charge:R:1
Bi -1.1914 0.9667 -0.6891 1.62
N 0.3381 5.2162 1.3252 0.05
C -0.0780 3.9368 1.1085 -0.90
S 0.6569 3.1277 -0.2352 0.49
N -0.9660 3.5123 1.9814 -0.03
N -1.4140 2.2520 1.7497 -0.10
C -2.1718 1.7618 2.6515 -0.12
C -2.7299 0.4122 2.4946 -0.28
C -3.2895 -0.2504 3.5835 -0.04
C -3.7545 -1.5412 3.4167 -0.08
C -3.6539 -2.1382 2.1706 -0.06
C -3.1001 -1.4057 1.1297 -0.12
N -2.6609 -0.1612 1.2889 0.03
H 1.1335 5.5514 0.8153 0.06
H 0.0731 5.6512 2.1921 0.08
H -2.3919 2.3260 3.5574 0.12
H -3.3339 0.2459 4.5446 0.11
H -4.1845 -2.0802 4.2521 0.10
H -3.9957 -3.1492 1.9981 0.10
H -2.9919 -1.8137 0.1309 0.10
O -0.6772 -2.6229 -5.9601 0.11
C -0.7148 -2.0096 -4.9198 -0.28
C 0.1824 -0.8507 -4.5218 -0.30
O 1.1112 -0.4086 -5.1684 0.09
C -0.3602 -0.3628 -3.2516 -0.33
C -1.4115 -1.1881 -2.8026 -0.36
O -2.0628 -0.9553 -1.7228 -0.22
C -1.7213 -2.2022 -3.8077 -0.33
O -2.6519 -2.9906 -3.8169 0.07
O 0.0037 0.6998 -2.6237 -0.26
O -2.1498 0.6643 -7.4676 0.08
C -2.4665 0.8930 -6.1693 -0.31
C -3.2536 0.0260 -5.4279 0.00
C -3.4796 0.3289 -4.0993 -0.13
N -2.9906 1.4143 -3.4845 0.03
C -2.2703 2.2239 -4.2369 -0.74
Br -1.5474 3.7411 -3.3455 0.73
C -1.9695 2.0366 -5.5733 -0.04
H -2.4092 -0.2337 -7.7023 0.11
H -3.6320 -0.8996 -5.8441 0.13
H -4.0325 -0.3592 -3.4713 0.12
H -1.3396 2.7218 -6.1192 0.12
N 0.0973 -0.4290 0.1475 -0.41
P 1.3288 -0.4358 1.0718 0.74
C 1.1317 0.2937 2.7310 -0.28
C 0.4198 -0.4245 3.6903 -0.09
C 0.1112 0.1488 4.9126 -0.10
C 0.5083 1.4524 5.1867 -0.09
C 1.2147 2.1740 4.2357 -0.08
C 1.5255 1.5979 3.0127 -0.10
C 1.7648 -2.1715 1.4235 -0.28
C 2.7023 -2.5339 2.3860 -0.09
C 3.0130 -3.8688 2.5926 -0.09
C 2.3874 -4.8510 1.8354 -0.10
C 1.4502 -4.4953 0.8771 -0.08
C 1.1369 -3.1585 0.6722 -0.07
C 2.8674 0.2651 0.4030 -0.29
C 4.0060 0.5044 1.1699 -0.10
C 5.1620 0.9842 0.5738 -0.09
C 5.1878 1.2239 -0.7948 -0.09
C 4.0572 0.9874 -1.5617 -0.07
C 2.8984 0.5100 -0.9654 -0.09
H 0.0949 -1.4358 3.4717 0.11
H -0.4454 -0.4175 5.6496 0.10
H 0.2609 1.9055 6.1390 0.10
H 1.5054 3.1973 4.4357 0.10
H 2.0462 2.1766 2.2593 0.09
H 3.1855 -1.7735 2.9889 0.10
H 3.7413 -4.1445 3.3452 0.10
H 2.6311 -5.8942 1.9947 0.10
H 0.9599 -5.2577 0.2850 0.10
H 0.4022 -2.8525 -0.0637 0.09
H 3.9920 0.3341 2.2401 0.10
H 6.0418 1.1755 1.1760 0.10
H 6.0900 1.6010 -1.2608 0.10
H 4.0640 1.1779 -2.6271 0.11
H 2.0089 0.3476 -1.5633 0.08
```

Results
total charge: -1
LUMO energy: 0.08152 Ha
HOMO level: -0.167 hartree



2.
C35H26BiBrN6O6PS | ωB97M-V/def2-TZVPD

```
77
Properties=species:S:1:pos:R:3:lowdin_charge:R:1
Bi 1.2872 0.3238 1.7107 1.68
N 0.6009 4.7922 3.8654 0.04
C 0.6774 3.5059 3.4174 -0.93
S 1.9744 3.1234 2.3723 0.45
N -0.3003 2.7449 3.8939 -0.04
N -0.3371 1.4885 3.4264 -0.12
C -1.2447 0.7334 3.9272 -0.12
C -1.4597 -0.6183 3.4225 -0.28
C -2.4574 -1.4239 3.9651 -0.03
C -2.7006 -2.6633 3.4040 -0.06
C -1.9510 -3.0684 2.3112 -0.04
C -0.9604 -2.2223 1.8443 -0.10
N -0.7180 -1.0357 2.3932 0.01
H 1.4153 5.3665 3.7473 0.06
H -0.0173 4.9694 4.6394 0.08
H -1.9046 1.1171 4.7024 0.12
H -3.0307 -1.0639 4.8093 0.11
H -3.4729 -3.3045 3.8096 0.11
H -2.1143 -4.0223 1.8309 0.11
H -0.3334 -2.4860 1.0024 0.11
O 3.5293 -5.8823 1.0032 0.11
C 3.1158 -4.7669 1.2200 -0.28
C 2.7156 -3.7407 0.2023 -0.30
O 2.8393 -3.8828 -1.0299 0.01
C 2.1836 -2.6223 0.9194 -0.35
C 2.3379 -2.7827 2.3349 -0.35
O 2.0392 -1.9220 3.1798 -0.08
C 2.8908 -4.1485 2.5889 -0.27
O 3.1094 -4.6708 3.6566 0.11
O 1.6435 -1.5624 0.3912 -0.28
O 3.8065 -2.0069 -2.6129 0.04
C 3.9071 -0.9741 -1.7666 -0.32
C 4.5083 -1.1002 -0.5124 -0.01
C 4.4554 -0.0299 0.3489 -0.17
N 3.8903 1.1512 0.0499 0.00
C 3.4197 1.2647 -1.1788 -0.75
Br 2.7151 2.9720 -1.6580 0.73
C 3.3913 0.2653 -2.1319 -0.04
H 3.5242 -2.7969 -2.0727 0.07
H 4.9510 -2.0391 -0.2096 0.13
H 4.8551 -0.1147 1.3547 0.12
H 2.9297 0.4093 -3.0984 0.10
N 0.2217 1.1132 0.1562 -0.46
P -0.7447 0.9582 -1.0260 0.74
C -2.2701 0.0292 -0.6505 -0.27
C -2.8999 0.3710 0.5487 -0.09
C -4.0614 -0.2716 0.9388 -0.09
C -4.6050 -1.2697 0.1368 -0.09
C -3.9905 -1.6095 -1.0570 -0.09
C -2.8277 -0.9575 -1.4542 -0.07
C -1.3826 2.5893 -1.5108 -0.29
C -2.4187 2.7445 -2.4285 -0.09
C -2.8879 4.0110 -2.7408 -0.09
C -2.3274 5.1258 -2.1282 -0.10
C -1.3063 4.9723 -1.2016 -0.08
C -0.8323 3.7047 -0.8889 -0.09
C -0.1020 0.1868 -2.5330 -0.29
C 0.0321 0.8740 -3.7349 -0.09
C 0.5758 0.2343 -4.8428 -0.09
C 0.9798 -1.0898 -4.7539 -0.08
C 0.8642 -1.7749 -3.5509 -0.07
C 0.3363 -1.1354 -2.4420 -0.09
H -2.4568 1.1378 1.1759 0.10
H -4.5409 -0.0033 1.8721 0.10
H -5.5078 -1.7818 0.4468 0.10
H -4.4113 -2.3866 -1.6829 0.10
H -2.3497 -1.2279 -2.3872 0.10
H -2.8632 1.8718 -2.8952 0.11
H -3.6933 4.1295 -3.4549 0.10
H -2.6945 6.1157 -2.3704 0.10
H -0.8767 5.8397 -0.7164 0.10
H -0.0430 3.5578 -0.1595 0.06
H -0.2694 1.9111 -3.8063 0.10
H 0.6916 0.7773 -5.7728 0.10
H 1.4121 -1.5824 -5.6158 0.10
H 1.2189 -2.7922 -3.4555 0.11
H 0.3195 -1.6482 -1.4879 0.10
```

Results
total charge: -1
LUMO energy: 0.06471 Ha
HOMO level: -0.173 hartree



3.
C35H26BrCl5CoN2O4S | ωB97M-V/def2-TZVPD

```
75
Properties=species:S:1:pos:R:3:lowdin_spin:R:1
Co 1.4596 1.0592 -0.0378 2.75
C 0.5103 1.5953 -5.0990 0.00
O 1.7468 2.1868 -4.7803 0.00
C 2.6617 1.3083 -4.2693 0.00
C 3.7610 0.9722 -5.0892 0.00
C 4.6881 0.0418 -4.6730 0.00
C 4.5972 -0.5449 -3.3804 0.00
C 3.4991 -0.2102 -2.5944 0.00
C 3.4729 -0.9584 -1.3505 0.00
N 2.6126 -0.7894 -0.4219 0.03
N 2.6105 -1.7795 0.5495 0.00
C 1.6063 -1.5876 1.3943 0.00
O 0.7553 -0.6969 1.3783 0.03
C 1.5713 -2.6597 2.4918 0.00
C 1.8667 -4.0091 2.2415 0.00
C 1.6814 -4.9730 3.2524 0.00
C 1.1745 -4.5890 4.4924 0.00
C 0.8994 -3.2507 4.7732 0.00
C 1.0518 -2.3314 3.7703 0.00
C 2.4611 0.6775 -3.0209 0.00
O 1.3529 0.8672 -2.3292 0.02
H -0.2511 2.3888 -5.0750 0.00
H 0.2315 0.8444 -4.3809 0.00
H 0.5042 1.1943 -6.1042 0.00
H 3.9136 1.4505 -6.0841 0.00
H 5.5226 -0.1301 -5.3672 0.00
H 5.3679 -1.2386 -2.9998 0.00
H 4.2373 -1.7487 -1.2155 0.00
H 2.2458 -4.2270 1.2275 0.00
H 2.0191 -5.9826 3.0333 0.00
H 0.9689 -5.2771 5.2642 0.00
H 0.6347 -2.9413 5.7500 0.00
H 0.7875 -1.2863 4.0031 0.00
Cl -0.9209 3.4286 0.1908 0.01
C -0.2887 2.9761 1.7567 0.01
C 0.8493 2.1565 1.7406 0.03
C 1.5026 1.9333 3.0203 0.00
Cl 2.9922 1.0362 3.0552 0.00
C 0.8967 2.2991 4.2226 0.00
Cl 1.6780 2.0728 5.7320 0.00
C -0.3279 3.0753 4.1888 0.00
Cl -1.1789 3.3447 5.6829 0.00
C -0.8820 3.3870 2.9589 0.00
Cl -2.4471 4.3017 2.9881 0.00
Br 3.4663 2.6053 -0.4446 0.07
O -0.6290 0.5597 -0.4489 0.02
S -0.9473 -0.8739 -0.7372 0.00
C -1.3732 -0.8026 -2.4852 0.00
C -2.2324 0.3910 -2.8174 0.00
C -1.7797 1.7106 -2.7682 0.00
C -2.5786 2.7495 -3.1870 0.00
C -3.9064 2.5095 -3.5255 0.00
C -4.4021 1.2335 -3.4684 0.00
C -3.5766 0.1846 -3.1138 0.00
C -2.6010 -1.0823 0.0679 0.00
C -2.5849 -0.8464 1.5479 0.00
C -2.4895 -1.9265 2.4150 0.00
C -2.5095 -1.7137 3.7965 0.00
C -2.5395 -0.4485 4.3154 0.00
C -2.6677 0.6654 3.4493 0.00
C -2.6467 0.4210 2.0893 0.00
H -1.8156 -1.8000 -2.7372 0.00
H -0.3901 -0.7276 -2.9034 0.00
H -0.7458 1.8775 -2.4164 0.00
H -2.1771 3.7218 -3.1997 0.00
H -4.5464 3.3194 -3.8964 0.00
H -5.4045 1.0553 -3.7774 0.00
H -3.9567 -0.8368 -3.1062 0.00
H -2.9431 -2.1083 -0.2080 0.00
H -3.1847 -0.2681 -0.3526 0.00
H -2.4188 -2.9534 1.9696 0.00
H -2.4732 -2.6201 4.4335 0.00
H -2.5626 -0.3250 5.3531 0.00
H -2.7723 1.7125 3.8668 0.00
H -2.7070 1.2306 1.4028 0.00
```

Results
total charge: -2
LUMO energy (spin up / spin down): 0.14627 / 0.14618 Ha
multiplicity: 4
HOMO level (spin up / spin down): -0.062 / -0.062 hartree
expectation value of S²: 3.76



4.
C35H26N5O8RhS2 | ωB97M-V/def2-TZVPD

```
77
Properties=species:S:1:pos:R:3:lowdin_charge:R:1
Rh -0.1214 -0.0882 -1.0358 1.29
O 0.0921 0.9551 4.8269 0.09
C -0.0415 0.7195 3.5058 -0.27
C -0.9371 -0.2291 3.0071 0.08
C -0.9898 -0.4073 1.6412 -0.16
N -0.2187 0.3233 0.8569 -0.03
C 0.6545 1.2262 1.2918 -0.16
C 0.7778 1.4539 2.6410 0.10
C 1.4860 1.8754 0.1827 -0.56
O 2.3196 2.7018 0.4745 0.09
O 1.2394 1.4226 -1.0172 -0.12
C -1.7693 -1.4759 0.8689 -0.58
O -2.6411 -2.0966 1.4402 0.08
O -1.3625 -1.6310 -0.3517 -0.10
H -0.5320 0.4154 5.3252 0.12
H -1.5769 -0.8256 3.6456 0.14
H 1.4888 2.1784 3.0111 0.14
S 0.6866 0.7403 -8.0452 1.06
C -0.7116 1.3797 -8.7892 -0.41
C -1.7719 1.4034 -7.9371 -0.17
C -1.4482 0.8905 -6.6556 -0.11
C -0.1451 0.4872 -6.5571 -0.49
C 0.5157 -0.0997 -5.3912 -0.17
C -0.0311 0.1393 -4.1135 -0.02
N 0.4482 -0.3957 -3.0170 0.04
C 1.5778 -1.1425 -3.0968 -0.12
C 2.2161 -1.4121 -4.3077 -0.12
C 3.4108 -2.2098 -4.2935 0.00
C 3.9261 -2.6822 -3.1386 -0.01
C 3.2987 -2.3974 -1.8782 -0.11
C 3.7920 -2.8364 -0.6440 0.07
C 3.1296 -2.5227 0.5261 -0.17
C 1.9586 -1.7506 0.4169 -0.03
N 1.4891 -1.3136 -0.7297 0.04
C 2.1330 -1.6270 -1.8770 -0.11
C 3.6114 -2.9477 1.8434 -0.47
C 4.7089 -3.7110 2.1327 -0.11
C 4.8924 -3.9201 3.5216 -0.17
C 3.9327 -3.3109 4.2689 -0.40
S 2.8034 -2.4816 3.2957 1.07
C 1.6430 -0.8859 -5.4736 0.05
H -0.6751 1.7091 -9.8146 0.07
H -2.7503 1.7682 -8.2116 0.11
H -2.1627 0.7917 -5.8502 0.11
H -0.8681 0.8068 -3.9993 0.12
H 3.8960 -2.4236 -5.2375 0.12
H 4.8280 -3.2808 -3.1418 0.12
H 4.7014 -3.4232 -0.6211 0.13
H 1.3825 -1.4969 1.2978 0.09
H 5.3716 -4.1161 1.3819 0.11
H 5.7004 -4.4980 3.9445 0.11
H 3.8286 -3.3041 5.3414 0.07
H 2.0957 -1.1017 -6.4346 0.12
C -4.7925 1.0066 0.5312 -0.06
C -4.3861 2.4518 0.2687 -0.15
C -3.6078 2.6918 -1.0509 -0.31
C -3.4332 4.1982 -1.2793 -0.18
C -2.6631 4.5232 -2.5537 -0.07
C -4.4369 2.1090 -2.1701 -0.44
O -5.4532 2.6231 -2.5836 0.10
N -3.9987 0.9104 -2.6688 0.22
C -2.7932 0.2594 -2.3953 -0.55
O -2.5697 -0.7895 -2.9704 0.05
N -1.9265 0.8593 -1.5253 0.07
C -2.2295 2.0439 -0.8923 -0.42
O -1.4207 2.5930 -0.1679 0.08
H -5.2415 0.9166 1.5203 0.08
H -3.9435 0.3217 0.5044 0.06
H -5.5291 0.6595 -0.1951 0.08
H -3.7455 2.8207 1.0725 0.12
H -5.2718 3.0893 0.2339 0.12
H -2.9086 4.5997 -0.4125 0.12
H -4.4285 4.6422 -1.3149 0.12
H -1.6681 4.0727 -2.5374 0.08
H -2.5306 5.5998 -2.6609 0.08
H -3.1959 4.1678 -3.4384 0.08
H -4.5887 0.4443 -3.3430 0.16
```

Results
LUMO energy: -0.04812 Ha
HOMO level: -0.321 hartree